1.
# C30H56BNO20

A cluster of 6 separate species, C30H56BNO20 in total at a distorted geometry (ωB97M-V with the def2-TZVPD basis set, the Open Molecules 2025 dataset).

Last column: Mulliken charge in e.
Geometry (Å):
C (7.416, -1.355, 3.194)  -0.604
C (6.733, -1.719, 1.723)  -0.307
O (5.380, -1.171, 1.543)  -0.471
B (5.428, 0.273, 1.147)  0.647
O (6.355, 0.786, 0.078)  -0.601
C (4.498, 1.448, 1.882)  0.214
C (3.218, 2.078, 1.456)  0.125
C (2.334, 1.720, 0.105)  -0.709
C (1.455, 0.369, 0.482)  -0.373
C (0.431, 0.564, 1.748)  -0.019
C (0.015, -0.934, 2.349)  -0.187
N (-1.060, -0.822, 3.428)  -0.624
C (2.741, 3.231, 2.526)  0.365
O (1.603, 3.917, 2.664)  -0.532
O (3.899, 3.457, 3.411)  -0.236
C (4.739, 2.249, 3.301)  0.467
O (5.566, 1.866, 4.302)  -0.534
H (8.592, -1.357, 3.072)  0.192
H (7.102, -0.308, 3.611)  0.143
H (7.025, -2.171, 3.940)  0.287
H (6.686, -2.909, 1.695)  0.225
H (7.513, -1.399, 0.912)  0.281
H (6.813, 1.567, 0.545)  0.346
H (1.582, 2.564, -0.206)  0.343
H (3.037, 1.420, -0.807)  0.303
H (0.827, 0.000, -0.433)  0.100
H (2.243, -0.487, 0.738)  0.170
H (0.870, 1.157, 2.658)  0.186
H (-0.564, 1.116, 1.432)  0.014
H (-0.361, -1.639, 1.482)  -0.003
H (0.946, -1.439, 2.875)  0.266
H (-1.938, -1.303, 3.131)  0.283
H (-1.263, 0.178, 3.668)  0.287
C (-7.960, -2.593, 0.103)  -0.971
C (-7.087, -3.025, 1.267)  -0.266
O (-5.730, -2.608, 1.072)  -0.295
C (-5.475, -1.301, 1.333)  0.636
O (-6.285, -0.471, 1.715)  -0.574
O (-4.166, -1.068, 1.065)  -0.266
C (-3.784, 0.298, 1.208)  -0.476
H (-7.535, -2.938, -0.846)  0.272
H (-8.971, -2.993, 0.207)  0.391
H (-8.027, -1.502, 0.041)  0.186
H (-7.076, -4.119, 1.325)  0.319
H (-7.474, -2.656, 2.224)  0.318
H (-4.064, 0.689, 2.191)  0.323
H (-4.239, 0.896, 0.411)  0.394
H (-2.697, 0.360, 1.110)  -0.195
C (-3.400, -2.604, -0.959)  -0.789
C (-1.972, -2.752, -1.452)  -0.166
O (-1.944, -3.193, -2.815)  -0.354
C (-2.194, -2.238, -3.746)  0.709
O (-2.431, -1.061, -3.525)  -0.533
O (-2.166, -2.827, -4.968)  -0.352
C (-2.508, -1.948, -6.037)  -0.522
H (-3.962, -3.529, -1.124)  0.316
H (-3.419, -2.361, 0.106)  0.347
H (-3.927, -1.813, -1.502)  0.266
H (-1.462, -3.520, -0.860)  0.376
H (-1.402, -1.823, -1.332)  0.151
H (-1.895, -1.041, -6.019)  0.148
H (-3.572, -1.696, -5.985)  0.296
H (-2.321, -2.470, -6.980)  0.240
C (-0.096, 5.600, -7.144)  -1.082
C (0.767, 4.351, -7.115)  -0.163
O (0.641, 3.671, -5.860)  -0.345
C (-0.484, 2.929, -5.706)  0.708
O (-1.375, 2.791, -6.529)  -0.568
O (-0.463, 2.388, -4.461)  -0.267
C (-1.640, 1.655, -4.133)  -0.204
H (0.124, 6.240, -6.284)  0.288
H (0.074, 6.167, -8.063)  0.354
H (-1.160, 5.348, -7.088)  0.306
H (1.820, 4.636, -7.216)  0.281
H (0.535, 3.677, -7.948)  0.301
H (-1.863, 0.897, -4.891)  0.019
H (-2.484, 2.342, -4.014)  0.305
H (-1.470, 1.147, -3.179)  0.094
C (14.156, -0.659, 5.954)  -1.086
C (12.695, -0.965, 6.234)  -0.185
O (12.006, -1.315, 5.028)  -0.324
C (12.212, -2.579, 4.580)  0.719
O (12.916, -3.425, 5.109)  -0.557
O (11.523, -2.732, 3.422)  -0.274
C (11.729, -3.994, 2.792)  -0.657
H (14.247, 0.100, 5.170)  0.289
H (14.656, -0.300, 6.857)  0.357
H (14.686, -1.548, 5.598)  0.307
H (12.207, -0.067, 6.628)  0.289
H (12.582, -1.751, 6.989)  0.307
H (11.533, -4.821, 3.482)  0.316
H (12.749, -4.051, 2.401)  0.291
H (11.031, -4.074, 1.954)  0.209
C (-10.598, 3.012, 1.015)  -1.217
C (-9.771, 1.848, 0.499)  -0.054
O (-10.596, 0.901, -0.191)  -0.329
C (-10.951, 1.243, -1.455)  0.738
O (-10.631, 2.264, -2.042)  -0.556
O (-11.753, 0.263, -1.944)  -0.320
C (-12.277, 0.544, -3.240)  -0.636
H (-11.436, 2.651, 1.620)  0.308
H (-9.985, 3.684, 1.621)  0.359
H (-11.028, 3.589, 0.190)  0.317
H (-9.322, 1.319, 1.346)  0.261
H (-8.948, 2.187, -0.142)  0.318
H (-11.480, 0.795, -3.947)  0.297
H (-13.007, 1.357, -3.177)  0.290
H (-12.787, -0.353, -3.602)  0.223

Results
- LUMO (eV) = -1.6
- SMILES = CCOB(O)C1=C(CCCCN)C(=O)OC1=O.CCOC(=O)OC.CCOC(=O)OC.CCOC(=O)OC.CCOC(=O)OC.CCOC(=O)OC
- multiplicity = 1
- E_tot (hartree) = -2760.9927
- strongest force on any atom (eV/A) = 9.3
- HOMO-LUMO gap (eV) = 7.68
- E_HOMO (eV) = -9.3

2.
# C30H56Cl2N2O21P2S6

A cluster of 5 separate species, C30H56Cl2N2O21P2S6 in total at a distorted geometry (ωB97M-V with the def2-TZVPD basis set, the Open Molecules 2025 dataset).

Last column: Mulliken charge in e.
Geometry (Å):
C (-5.080, -4.164, 0.888)  -1.068
C (-4.057, -2.957, 1.256)  0.153
O (-3.298, -3.308, 2.456)  -0.486
C (-3.012, -2.032, 3.086)  0.487
C (-2.025, -2.167, 4.363)  -0.529
O (-1.648, -0.891, 4.933)  -0.319
C (-0.319, -0.479, 4.552)  -1.241
C (-0.248, -0.145, 2.976)  0.239
C (-0.934, 1.182, 2.417)  0.174
P (-1.801, 2.436, 3.548)  -0.249
P (-3.778, 1.748, 4.152)  0.927
O (-4.509, 0.888, 3.121)  -0.560
O (-3.798, 0.987, 5.708)  -0.474
O (-4.733, 3.181, 4.370)  -0.497
C (-0.857, 1.400, 0.865)  0.478
C (-1.585, 2.743, 0.331)  -0.941
C (-3.185, 2.461, 0.334)  0.531
O (-3.621, 1.299, 0.213)  -0.391
Cl (-4.435, 3.813, 0.476)  -0.172
C (-0.116, 0.399, -0.107)  -0.223
N (-0.133, 0.712, -1.510)  -0.170
C (0.530, -0.255, -2.313)  0.481
C (0.562, -0.084, -3.901)  -0.609
C (0.023, 1.326, -4.441)  -0.844
C (-1.550, 1.576, -4.202)  -0.794
S (-1.960, 3.391, -4.072)  1.212
O (-2.752, 3.763, -5.316)  -0.619
O (-0.717, 4.278, -4.092)  -0.675
O (-2.763, 3.773, -2.642)  -0.371
C (1.233, -1.492, -1.684)  -0.251
Cl (2.092, -2.631, -2.861)  -0.172
N (1.297, -1.867, -0.314)  -0.602
C (0.572, -0.874, 0.434)  0.640
C (0.471, -1.119, 2.005)  0.507
S (1.249, -2.679, 2.690)  -0.123
H (-5.883, -4.297, 1.711)  0.328
H (-4.461, -5.119, 0.759)  0.244
H (-5.622, -3.980, -0.100)  0.234
H (-4.707, -2.015, 1.416)  0.218
H (-3.390, -2.750, 0.345)  0.095
H (-2.620, -1.327, 2.275)  -0.136
H (-4.004, -1.568, 3.466)  0.233
H (-2.657, -2.703, 5.174)  0.309
H (-1.136, -2.877, 4.166)  0.163
H (0.521, -1.166, 4.911)  0.356
H (-0.142, 0.536, 5.082)  0.311
H (-1.014, 2.521, 4.767)  0.064
H (-3.999, 1.654, 6.403)  0.299
H (-4.176, 3.711, 5.004)  0.312
H (-1.364, 3.618, 1.037)  0.480
H (-1.272, 2.944, -0.748)  0.161
H (0.031, -0.996, -4.381)  0.238
H (1.677, -0.150, -4.208)  0.461
H (0.703, 2.147, -4.035)  0.393
H (0.179, 1.317, -5.589)  0.413
H (-1.972, 0.957, -3.320)  0.357
H (-2.117, 1.195, -5.136)  0.434
H (-2.134, 4.348, -2.130)  0.400
H (2.493, -2.322, 3.191)  0.143
C (-0.522, -5.819, -3.465)  -1.189
C (-0.973, -4.404, -3.153)  0.280
O (-2.252, -4.120, -3.724)  -0.314
S (-3.563, -4.775, -3.036)  1.072
C (-4.780, -3.843, -3.923)  -0.995
O (-3.604, -4.390, -1.651)  -0.437
O (-3.664, -6.151, -3.447)  -0.624
H (-1.171, -6.555, -2.986)  0.335
H (0.496, -5.989, -3.108)  0.386
H (-0.560, -6.007, -4.541)  0.303
H (-0.983, -4.220, -2.075)  0.247
H (-0.264, -3.699, -3.594)  -0.120
H (-4.693, -2.793, -3.650)  0.305
H (-5.760, -4.226, -3.638)  0.379
H (-4.622, -3.985, -4.992)  0.361
C (-3.775, 6.170, -4.384)  -0.687
C (-4.228, 7.585, -4.071)  -0.615
O (-5.511, 7.868, -4.633)  -0.241
S (-6.817, 7.213, -3.937)  1.183
C (-8.038, 8.145, -4.819)  -0.928
O (-6.851, 7.598, -2.552)  -0.641
O (-6.922, 5.837, -4.348)  -0.586
H (-4.419, 5.434, -3.901)  0.367
H (-2.756, 6.004, -4.034)  0.338
H (-3.819, 5.981, -5.458)  0.248
H (-4.232, 7.770, -2.992)  0.340
H (-3.523, 8.292, -4.516)  0.291
H (-7.949, 9.196, -4.546)  0.313
H (-9.016, 7.763, -4.529)  0.366
H (-7.886, 8.004, -5.888)  0.308
C (6.096, 0.907, 6.614)  -0.979
C (5.604, 1.862, 5.542)  -0.272
O (6.074, 1.490, 4.245)  -0.324
S (5.402, 0.207, 3.521)  1.226
C (6.116, 0.444, 1.920)  -1.030
O (3.980, 0.414, 3.429)  -0.570
O (5.962, -0.993, 4.088)  -0.613
H (5.672, -0.091, 6.479)  0.289
H (5.811, 1.259, 7.608)  0.387
H (7.183, 0.804, 6.569)  0.254
H (4.512, 1.936, 5.548)  0.268
H (5.996, 2.861, 5.747)  0.271
H (5.729, 1.367, 1.490)  0.371
H (5.830, -0.407, 1.301)  0.381
H (7.200, 0.482, 2.019)  0.329
C (9.158, -5.556, -0.693)  -1.002
C (8.181, -4.984, 0.318)  -0.302
O (8.848, -4.231, 1.332)  -0.264
S (9.429, -2.770, 0.949)  1.177
C (9.811, -2.236, 2.593)  -0.931
O (8.355, -1.960, 0.437)  -0.584
O (10.666, -2.934, 0.232)  -0.606
H (9.647, -4.763, -1.262)  0.305
H (8.644, -6.209, -1.403)  0.385
H (9.944, -6.124, -0.190)  0.263
H (7.415, -4.375, -0.172)  0.300
H (7.665, -5.806, 0.821)  0.277
H (8.886, -2.140, 3.161)  0.271
H (10.308, -1.269, 2.518)  0.372
H (10.481, -2.962, 3.053)  0.344

Results
- LUMO (eV) = -1.8
- SMILES = CCOCCOCc1c(PP(=O)(O)O)c(CC(=O)Cl)c2nc(CCCS(=O)(=O)O)c(Cl)nc2c1S.CCOS(C)(=O)=O.CCOS(C)(=O)=O.CCOS(C)(=O)=O.CCOS(C)(=O)=O
- multiplicity = 1
- E_tot (hartree) = -6858.1445
- strongest force on any atom (eV/A) = 6.6
- HOMO-LUMO gap (eV) = 7.17
- E_HOMO (eV) = -9.0